A structure of composition C29H72N5O14V, computed with wB97M-V/def2-TZVPD.

Geometry as XYZ:
```
121
Properties=species:S:1:pos:R:3:forces:R:3
O 1.410937 -0.321019 0.426713 -0.1 -0.2 0.1
V 1.722929 -1.823975 0.765269 1.2 0.0 -0.5
O 1.054906 -2.693893 -0.399278 0.3 0.6 1.1
O 5.759516 -1.144539 1.254333 -0.6 -0.8 -1.1
C 4.442078 -1.388957 1.179606 -2.5 0.0 0.7
O 3.669801 -1.223069 2.142171 0.2 0.3 1.4
O 3.893723 -1.803731 0.115313 0.1 -0.6 -1.3
H 6.032363 -1.534350 0.396807 0.6 0.5 0.4
C -0.858432 1.886797 3.961555 -0.7 0.6 -0.4
O -0.694217 0.511112 3.730749 0.2 -0.2 0.0
C 0.668598 0.072609 3.804015 -1.1 0.5 0.4
C 0.673990 -1.430127 3.819911 1.1 0.1 0.4
N 0.254966 -2.043585 2.548182 -0.1 0.1 -0.1
C 0.078886 -3.488915 2.624980 0.5 -1.2 0.1
C 1.391391 -4.228581 2.859129 -1.1 -0.6 -0.7
O 2.261395 -3.981056 1.760097 0.1 0.8 0.6
C 3.523107 -4.573889 1.975961 0.8 -0.7 -0.1
H -1.931127 2.082751 3.886494 0.0 0.0 -0.2
H -0.352910 2.479890 3.196781 0.1 0.0 0.1
H -0.597271 2.298975 4.943139 0.5 -0.7 0.2
H 0.998755 0.427192 4.786554 0.7 -0.1 -0.2
H 1.270624 0.491466 2.992506 0.0 0.0 0.0
H 0.068913 -1.752253 4.673431 -0.3 -0.2 -0.2
H 1.712309 -1.676255 4.065219 0.0 -0.3 -0.2
H -0.715533 -1.725337 2.436896 0.2 0.5 -0.9
H -0.337819 -3.882833 1.694804 0.2 0.5 -0.3
H -0.668449 -3.844725 3.342763 0.2 0.5 0.6
H 1.088254 -5.279568 2.778327 0.3 -0.2 0.5
H 1.868138 -4.041167 3.822650 0.1 0.2 0.0
H 4.189042 -4.030394 2.651881 -0.3 0.4 0.0
H 4.045878 -4.703133 1.030040 -0.2 0.3 -0.1
H 3.401109 -5.575648 2.400399 -0.2 0.0 0.0
C 1.967926 3.124834 -3.499357 -0.3 0.3 0.3
O 3.208480 2.663783 -3.037444 0.3 -0.4 0.3
C 3.161234 1.492951 -2.190414 0.1 1.2 -0.8
C 4.606613 1.258328 -1.758747 0.0 -0.2 -0.2
N 5.218077 2.435336 -1.152134 -0.6 0.5 0.3
C 4.655950 2.727444 0.173283 0.0 0.2 -0.2
C 5.285569 3.985293 0.750185 1.4 -0.6 0.5
O 4.917328 5.153687 0.055350 -0.4 -0.3 0.0
C 5.289971 6.332138 0.726304 -0.8 0.3 -0.2
H 1.440303 3.731588 -2.749053 0.3 0.2 0.1
H 1.237719 2.351884 -3.752289 0.4 -0.3 -0.3
H 2.195861 3.731378 -4.374168 -0.3 0.0 0.0
H 2.720600 0.737375 -2.843433 0.1 -0.6 0.6
H 2.531468 1.714355 -1.326054 -0.2 -0.3 0.0
H 5.200958 0.969741 -2.628721 -0.1 0.1 -0.1
H 4.685947 0.427253 -1.055080 -0.2 0.0 0.0
H 4.942247 3.239889 -1.712029 0.3 -0.1 -0.3
H 4.830108 1.848278 0.799145 0.2 0.2 0.3
H 3.566894 2.869211 0.170505 -0.1 0.1 -0.1
H 6.381807 3.912414 0.691566 0.1 -0.3 -0.3
H 5.149130 4.020530 1.839637 -0.8 0.4 0.0
H 6.310565 6.316555 1.113838 0.1 -0.1 0.0
H 4.566503 6.550917 1.520450 0.3 -0.2 0.3
H 5.160404 7.151520 0.018781 0.3 0.0 -0.1
C -3.310623 -1.382065 -8.219872 -0.7 -0.6 0.3
O -2.172371 -0.880191 -7.567081 -0.1 0.0 -0.3
C -1.954435 0.465717 -7.899450 0.2 0.9 -0.7
C -0.689634 1.035895 -7.268482 0.1 -0.4 0.5
N -0.762441 1.321181 -5.819601 0.1 -0.1 -1.1
C -1.096485 0.151486 -5.004560 -0.5 -0.6 -0.6
C -0.539875 0.297554 -3.594501 -1.1 0.0 0.4
O -0.939910 -0.734463 -2.707248 0.4 -0.1 -0.8
C -0.321870 -1.994702 -2.987804 -0.4 0.4 1.0
H -3.403205 -2.456802 -8.056594 0.4 0.0 0.2
H -3.324554 -1.247604 -9.305120 0.3 0.4 0.0
H -4.227369 -0.961071 -7.791641 0.0 0.3 -0.1
H -2.803248 1.132943 -7.675875 -0.2 -0.3 0.5
H -1.880343 0.598143 -8.990507 0.2 -0.4 -0.1
H -0.452846 1.974124 -7.773768 0.0 0.0 0.0
H 0.142382 0.353929 -7.458755 0.0 0.0 0.0
H -1.514932 2.001561 -5.784410 0.1 0.0 0.7
H -0.775255 -0.787049 -5.464161 0.8 0.4 -0.2
H -2.172217 -0.050822 -5.092350 -0.2 0.3 1.0
H -1.005280 1.185264 -3.157793 0.4 0.3 0.0
H 0.546113 0.395883 -3.600820 0.0 0.0 -0.1
H 0.717083 -2.024187 -2.649853 0.0 0.2 -0.2
H -0.394629 -2.291349 -4.033718 -0.2 -0.1 0.0
H -0.886066 -2.627762 -2.305424 0.2 -0.7 -0.4
C -2.247453 -1.278631 0.207942 0.1 -0.6 -0.9
O -2.383409 -1.689238 1.560063 0.0 0.2 0.0
C -3.461077 -1.016351 2.190403 0.0 0.3 0.7
C -3.674445 -1.557126 3.600507 0.9 -0.2 -0.7
N -4.160071 -2.946085 3.549933 0.0 1.0 1.6
C -4.593189 -3.368807 4.921700 0.3 -1.1 -1.3
C -3.435730 -3.613759 5.893537 0.3 0.4 -0.1
O -2.472544 -4.457430 5.282747 0.0 0.0 -0.5
C -1.355196 -4.674330 6.104793 0.1 -0.6 0.2
H -1.459671 -1.841731 -0.292340 0.0 -0.3 0.4
H -1.939575 -0.248757 0.015976 -0.3 0.3 0.6
H -3.180057 -1.512999 -0.310192 -0.1 0.3 -0.2
H -4.393289 -1.138404 1.631303 0.1 0.0 -0.2
H -3.198335 0.046545 2.249913 -0.2 0.1 0.0
H -4.334943 -0.889075 4.153856 -0.4 -0.2 -0.2
H -2.709538 -1.497593 4.123711 0.1 0.1 0.0
H -3.327846 -3.502907 3.373527 -0.2 -0.2 -0.3
H -5.114654 -4.302084 4.692505 0.0 -0.2 0.6
H -5.343983 -2.699985 5.335710 0.2 0.3 0.0
H -3.746675 -4.057754 6.844780 -0.3 0.0 0.0
H -2.922999 -2.673949 6.133265 -0.2 0.2 0.1
H -0.627285 -5.310475 5.599288 -0.2 0.1 -0.4
H -1.652385 -5.248432 6.988514 0.0 0.3 0.3
H -0.829635 -3.758988 6.391252 -0.2 0.2 0.1
C -0.570713 2.202689 0.539327 -0.4 -0.3 -0.8
C -1.485300 3.163457 -0.209724 0.2 1.1 1.1
C -2.732151 2.493544 -0.774733 0.3 0.2 -0.3
O -3.500173 3.508809 -1.398875 -0.2 0.1 0.0
C -4.720553 3.023969 -1.883924 -0.5 -0.9 0.0
N -1.827116 4.282838 0.719759 -1.2 -0.8 0.0
H -0.143818 1.546996 -0.221979 0.2 -0.3 0.4
H -1.132085 1.614109 1.270813 -0.1 -0.2 -0.2
H 0.218256 2.684243 1.113622 0.1 0.3 -0.4
H -0.949255 3.666038 -1.018717 0.0 -0.4 -0.2
H -3.337979 2.008733 0.001956 0.1 0.0 0.2
H -2.456227 1.725001 -1.507477 0.0 -0.1 0.0
H -5.271906 2.436257 -1.135978 0.1 0.2 0.3
H -4.576798 2.308245 -2.702913 0.1 0.2 -0.2
H -5.393329 3.818010 -2.197415 0.4 0.3 -0.1
H -2.180538 3.817787 1.562029 0.4 0.1 0.2
H -2.711872 4.655530 0.363420 0.4 0.5 -0.2
```
Positions in Å, forces in eV/Å.

Properties
multiplicity	1
max |F|	0.0515	Eh/bohr
LUMO level	0.008	Ha